Model P:
Formula: C5H12IN2
Source: OMol25
Level of theory: ωB97M-V/def2-TZVPD

## Properties
E_LUMO, Eh: -0.2169
HOMO-LUMO gap, eV: 5.83
HOMO energy, hartree: -0.4312

The geometry in ORCA input format:
```
! wB97M-V def2-TZVPD RIJCOSX def2/J DEFGRID3
* xyz 1 1
C -0.674 -0.455 0.716
C -0.432 1.017 0.722
C 0.402 -1.456 1.046
C -2.503 0.596 2.143
C 2.037 -0.391 -3.221
N -1.143 0.410 1.760
N 2.348 0.488 -2.331
I -1.340 2.196 -0.855
H -1.423 -0.814 0.010
H 0.532 1.433 0.983
H -0.039 -2.298 1.572
H 1.158 -1.012 1.687
H 0.867 -1.828 0.137
H -3.168 0.768 1.287
H -2.833 -0.298 2.671
H -2.566 1.450 2.818
H 2.637 -1.285 -3.331
H 1.179 -0.242 -3.860
H 3.158 0.379 -1.725
H 1.802 1.343 -2.228
*
```

=====

Model Q:
Formula: C5H12IN2
Source: OMol25
Level of theory: ωB97M-V/def2-TZVPD

## Properties
E_LUMO, Eh: -0.1297
HOMO-LUMO gap, eV: 9.80
SMILES: CCNC(=[NH2+])[C@@H](C)I
HOMO energy, hartree: -0.4897

The geometry in ORCA input format:
```
! wB97M-V def2-TZVPD RIJCOSX def2/J DEFGRID3
* xyz 1 1
C 0.436 -0.071 0.460
C -1.801 1.719 -1.830
C 0.984 -1.987 2.376
C -0.366 1.494 -1.259
C 0.228 -0.720 2.020
N -0.316 0.883 0.043
N 1.303 -0.693 -0.304
I 0.719 0.985 3.304
H -2.330 2.446 -1.137
H -1.690 2.010 -2.799
H -2.471 0.801 -1.779
H 0.694 -2.777 1.670
H 0.948 -2.228 3.504
H 2.037 -1.888 2.321
H 0.043 0.673 -1.869
H -0.026 2.495 -1.148
H -0.755 -0.904 2.311
H -1.013 1.259 0.720
H 1.784 -1.581 0.029
H 1.602 -0.248 -1.127
*
```

=====

Referenced to the most stable arrangement, the calculated values in kcal/mol are model P 40.5; model Q 0.0.

=====

Model P:
Formula: C2H27O12
Source: OMol25
Level of theory: ωB97M-V/def2-TZVPD

## Properties
E_LUMO, Eh: 0.1001
HOMO-LUMO gap, eV: 9.35
HOMO energy, hartree: -0.2434

The geometry in ORCA input format:
```
! wB97M-V def2-TZVPD RIJCOSX def2/J DEFGRID3
* xyz -1 1
C 0.530 1.049 1.483
C -0.300 0.042 0.701
O 0.360 -0.293 -0.578
H -0.094 1.696 2.099
H 1.044 1.842 0.951
H 1.371 0.515 1.995
H -1.250 0.384 0.428
H -0.384 -0.854 1.365
O 2.434 1.008 -1.465
H 1.684 0.572 -0.983
H 2.289 1.064 -2.401
O -3.666 0.967 -0.788
H -3.162 0.187 -1.035
H -4.185 1.159 -1.615
O 3.696 -0.491 1.304
H 3.507 -1.204 1.828
H 2.933 0.059 1.390
O 1.524 3.972 -1.488
H 0.918 4.209 -0.831
H 1.541 3.027 -1.374
O -2.574 -2.093 1.844
H -2.409 -1.216 2.100
H -1.803 -2.537 1.481
O 0.872 -2.781 0.351
H 0.520 -3.182 -0.472
H 0.790 -1.846 0.035
O -0.592 1.830 -2.133
H -0.196 1.209 -1.547
H -1.489 1.625 -2.294
O -0.958 3.529 -0.072
H -0.741 3.063 -0.861
H -0.517 3.074 0.695
O -0.548 -3.769 3.720
H 0.255 -4.013 4.133
H -0.537 -2.862 3.587
O 1.284 -1.980 -2.502
H 0.908 -1.486 -1.792
H 2.221 -1.745 -2.537
O -2.133 -1.273 -1.442
H -1.358 -0.942 -0.970
H -1.784 -1.519 -2.310
*
```

=====

Model Q:
Formula: C2H27O12
Source: OMol25
Level of theory: ωB97M-V/def2-TZVPD

## Properties
E_LUMO, Eh: 0.0826
HOMO-LUMO gap, eV: 5.64
HOMO energy, hartree: -0.1248

The geometry in ORCA input format:
```
! wB97M-V def2-TZVPD RIJCOSX def2/J DEFGRID3
* xyz -1 1
C -12.696 5.699 -23.983
C -13.203 4.968 -22.812
O -14.113 5.654 -22.000
H -13.513 5.978 -24.647
H -11.970 5.170 -24.601
H -12.321 6.662 -23.637
H -12.300 4.807 -22.223
H -13.560 3.987 -23.127
O -15.098 9.814 -22.596
H -15.075 8.887 -22.359
H -14.505 9.885 -23.344
O -8.454 5.171 -19.725
H -8.671 5.368 -20.636
H -9.138 5.606 -19.216
O -17.669 3.049 -19.898
H -16.914 3.578 -20.154
H -17.313 2.171 -19.764
O -17.220 6.603 -17.092
H -17.397 5.745 -16.705
H -16.369 6.502 -17.518
O -12.440 3.883 -28.761
H -13.337 3.836 -28.430
H -12.101 2.993 -28.660
O -11.710 8.257 -29.344
H -11.803 7.397 -28.935
H -11.069 8.714 -28.800
O -18.346 6.486 -23.421
H -18.095 7.069 -24.137
H -17.520 6.259 -22.995
O -13.895 10.236 -26.387
H -13.390 9.697 -26.996
H -14.805 9.984 -26.541
O -9.798 0.965 -20.743
H -10.062 1.883 -20.801
H -9.024 0.902 -21.303
O -13.843 3.143 -17.933
H -14.172 2.356 -18.367
H -13.905 3.828 -18.599
O -11.786 7.938 -18.836
H -12.436 7.516 -19.398
H -11.599 8.772 -19.267
*
```

=====

Referenced to the most stable arrangement, the calculated values in kcal/mol are model P 0.0; model Q 48.7.

=====

Model P:
Formula: C12H36O12
Source: OMol25
Level of theory: ωB97M-V/def2-TZVPD

## Properties
E_LUMO, Eh: 0.0099
HOMO-LUMO gap, eV: 9.51
SMILES: OCCO.OCCO.OCCO.OCCO.OCCO.OCCO
HOMO energy, hartree: -0.3395

The geometry in ORCA input format:
```
! wB97M-V def2-TZVPD RIJCOSX def2/J DEFGRID3
* xyz 0 1
C -2.761 0.038 -3.947
C -2.004 1.082 -3.061
O -1.958 0.762 -1.741
O -2.157 -1.257 -4.026
H -2.825 0.340 -4.992
H -3.789 -0.144 -3.633
H -2.360 2.100 -3.225
H -0.965 1.122 -3.387
H -1.029 0.817 -1.505
H -1.387 -1.280 -4.599
C 1.387 -0.607 -0.630
C 0.751 0.719 -0.104
O 0.850 1.702 -1.151
O 1.036 -1.702 0.217
H 2.472 -0.529 -0.713
H 1.026 -0.799 -1.640
H 1.344 1.092 0.731
H -0.301 0.617 0.164
H 1.758 1.915 -1.381
H 0.078 -1.764 0.239
C 3.981 3.814 -0.481
C 5.211 3.320 0.173
O 5.976 4.514 0.278
O 3.338 2.805 -1.242
H 4.135 4.630 -1.187
H 3.255 4.276 0.188
H 5.820 2.608 -0.384
H 5.010 2.838 1.130
H 6.881 4.197 0.319
H 3.825 2.726 -2.066
C -3.065 -3.847 -0.598
C -2.232 -2.545 -0.835
O -1.529 -2.016 0.283
O -2.107 -4.868 -0.810
H -3.889 -3.911 -1.310
H -3.531 -3.861 0.387
H -2.934 -1.766 -1.133
H -1.499 -2.568 -1.642
H -2.273 -1.787 0.844
H -1.719 -5.047 0.050
C -1.205 3.703 0.889
C -0.735 3.149 2.272
O -1.834 2.765 3.036
O -1.768 5.006 1.022
H -1.949 3.031 0.463
H -0.378 3.658 0.180
H -0.219 3.957 2.790
H -0.114 2.274 2.078
H -2.440 3.483 2.841
H -1.423 5.546 0.308
C 0.644 -4.729 3.595
C 0.041 -4.288 2.213
O -1.064 -5.105 1.741
O -0.214 -4.328 4.631
H 1.655 -4.332 3.692
H 0.661 -5.817 3.665
H 0.779 -4.104 1.432
H -0.344 -3.278 2.358
H -1.732 -4.941 2.411
H -0.178 -3.385 4.805
*
```

=====

Model Q:
Formula: C12H36O12
Source: OMol25
Level of theory: ωB97M-V/def2-TZVPD

## Properties
E_LUMO, Eh: 0.0067
HOMO-LUMO gap, eV: 9.50
SMILES: OCCO.OCCO.OCCO.OCCO.OCCO.OCCO
HOMO energy, hartree: -0.3425

The geometry in ORCA input format:
```
! wB97M-V def2-TZVPD RIJCOSX def2/J DEFGRID3
* xyz 0 1
C -8.957 2.242 -22.825
C -8.078 3.004 -23.780
O -8.904 3.835 -24.563
O -8.240 1.669 -21.733
H -9.460 1.449 -23.392
H -9.730 2.867 -22.381
H -7.477 2.325 -24.398
H -7.382 3.558 -23.134
H -8.362 4.510 -24.981
H -7.699 0.957 -22.092
C -13.382 -3.931 -22.366
C -12.314 -4.734 -23.127
O -12.574 -4.711 -24.515
O -13.031 -3.560 -21.073
H -14.281 -4.547 -22.364
H -13.578 -3.075 -23.022
H -12.294 -5.773 -22.763
H -11.304 -4.434 -22.819
H -11.742 -4.896 -24.960
H -12.642 -2.672 -21.013
C -9.096 0.524 -18.159
C -8.158 -0.529 -18.703
O -8.692 -1.834 -18.436
O -8.958 0.645 -16.742
H -10.139 0.249 -18.328
H -8.979 1.465 -18.713
H -7.144 -0.547 -18.287
H -8.059 -0.430 -19.786
H -8.850 -1.912 -17.489
H -8.061 0.970 -16.600
C -7.733 -6.487 -23.384
C -8.399 -5.452 -22.463
O -8.563 -4.196 -23.071
O -8.587 -6.932 -24.423
H -7.401 -7.276 -22.698
H -6.790 -6.121 -23.791
H -7.723 -5.412 -21.599
H -9.377 -5.848 -22.173
H -9.200 -3.695 -22.541
H -9.145 -7.620 -24.049
C -13.844 -0.300 -18.153
C -13.347 -0.656 -16.742
O -13.727 0.304 -15.773
O -12.956 0.636 -18.777
H -14.852 0.096 -18.023
H -13.794 -1.191 -18.776
H -12.251 -0.727 -16.711
H -13.645 -1.676 -16.495
H -13.329 1.147 -16.003
H -12.936 1.471 -18.301
C -10.068 -1.896 -21.852
C -10.827 -0.646 -21.428
O -12.007 -0.966 -20.723
O -9.972 -2.910 -20.873
H -9.131 -1.663 -22.372
H -10.706 -2.326 -22.639
H -11.017 -0.075 -22.345
H -10.177 0.013 -20.838
H -12.260 -0.168 -20.222
H -9.720 -2.443 -20.057
*
```

=====

Referenced to the most stable arrangement, the calculated values in kcal/mol are model P 18.0; model Q 0.0.

=====

Model P:
Formula: C51H41I4IrN5O2Si
Source: OMol25
Level of theory: ωB97M-V/def2-TZVPD

## Properties
E_LUMO (alpha / beta), Eh: -0.0663 / -0.0701
HOMO-LUMO gap (alpha / beta), eV: 5.77 / 5.57
HOMO energy (alpha / beta), hartree: -0.2783 / -0.2748

The geometry in ORCA input format:
```
! wB97M-V def2-TZVPD RIJCOSX def2/J DEFGRID3
* xyz 0 2
Ir -0.201 0.659 0.630
I 3.343 -2.219 9.306
C 2.622 -1.650 7.399
C 3.286 -2.086 6.265
C 2.815 -1.714 5.021
C 1.692 -0.899 4.898
C 1.029 -0.486 6.057
C 1.492 -0.856 7.304
C 1.189 -0.485 3.585
C 2.045 0.144 2.682
C 3.453 0.346 2.850
C 3.914 0.915 1.705
C 2.783 1.141 0.867
C 2.832 1.860 -0.327
C 4.174 2.170 -0.865
C 4.708 1.382 -1.877
C 6.000 1.589 -2.326
C 6.756 2.605 -1.769
I 8.753 2.898 -2.409
C 6.223 3.428 -0.794
C 4.938 3.204 -0.336
C 1.706 2.384 -0.962
N 0.413 2.173 -0.563
C -0.368 3.004 -1.294
C -1.778 3.013 -1.298
C -2.400 4.216 -1.869
C -2.167 5.420 -1.205
C -2.712 6.601 -1.668
C -3.484 6.579 -2.817
I -4.300 8.387 -3.551
C -3.719 5.398 -3.498
C -3.182 4.218 -3.017
C -2.573 2.002 -0.759
C -3.988 1.875 -0.938
C -4.386 0.794 -0.217
C -3.225 0.288 0.455
N -2.128 1.008 0.067
C -3.242 -0.638 1.496
C -2.139 -0.914 2.340
C -2.163 -1.807 3.435
C -0.932 -1.727 4.045
C -0.165 -0.805 3.300
N -0.896 -0.342 2.244
C -4.505 -1.307 1.843
C -5.048 -1.153 3.118
C -6.186 -1.839 3.492
C -6.793 -2.690 2.585
I -8.496 -3.795 3.173
C -6.290 -2.839 1.304
C -5.155 -2.139 0.937
C 0.440 3.769 -2.184
C 1.728 3.353 -2.000
N 1.659 0.656 1.474
H 4.154 -2.720 6.349
H 3.299 -2.084 4.131
H 0.153 0.140 5.972
H 0.974 -0.531 8.194
H 4.027 0.084 3.716
H 4.925 1.177 1.464
H 4.107 0.591 -2.300
H 6.407 0.957 -3.101
H 6.804 4.243 -0.395
H 4.526 3.833 0.441
H -1.561 5.422 -0.310
H -2.527 7.528 -1.146
H -4.301 5.398 -4.408
H -3.333 3.294 -3.551
H -4.596 2.519 -1.542
H -5.380 0.400 -0.118
H -2.974 -2.447 3.726
H -0.593 -2.284 4.899
H -4.567 -0.488 3.817
H -6.575 -1.729 4.492
H -6.756 -3.516 0.606
H -4.752 -2.266 -0.056
H 0.071 4.500 -2.880
H 2.608 3.689 -2.511
N -1.117 -2.557 -0.197
C -1.027 -2.835 -1.612
C -1.490 -1.649 -2.440
C -0.439 -0.476 -2.442
O -0.379 0.189 -3.458
O 0.231 -0.387 -1.388
H -0.653 -3.264 0.356
H -2.072 -2.447 0.119
H -1.630 -3.710 -1.917
H 0.016 -3.061 -1.848
H -2.412 -1.230 -2.034
H -1.648 -1.934 -3.477
C 5.382 -1.874 0.762
Si 4.028 -2.886 -0.145
C 3.939 -4.640 0.604
C 4.538 -3.024 -1.981
C 2.367 -2.101 0.062
H 6.356 -2.353 0.719
H 5.125 -1.730 1.806
H 5.473 -0.892 0.308
H 4.917 -5.110 0.649
H 3.295 -5.276 0.003
H 3.532 -4.620 1.610
H 5.613 -3.138 -2.090
H 4.242 -2.140 -2.536
H 4.067 -3.878 -2.458
H 1.978 -1.341 -0.593
H 1.692 -2.375 0.853
*
```

=====

Model Q:
Formula: C51H41I4IrN5O2Si
Source: OMol25
Level of theory: ωB97M-V/def2-TZVPD

## Properties
E_LUMO (alpha / beta), Eh: -0.0565 / -0.0543
HOMO-LUMO gap (alpha / beta), eV: 5.00 / 5.09
HOMO energy (alpha / beta), hartree: -0.2402 / -0.2414

The geometry in ORCA input format:
```
! wB97M-V def2-TZVPD RIJCOSX def2/J DEFGRID3
* xyz 0 2
Ir 0.350 0.454 -0.176
I 9.514 1.481 3.042
C 7.521 1.212 2.378
C 7.032 2.007 1.357
C 5.725 1.834 0.935
C 4.915 0.868 1.518
C 5.430 0.074 2.537
C 6.730 0.249 2.975
C 3.517 0.686 1.071
C 3.250 -0.358 0.165
C 4.159 -1.357 -0.249
C 3.470 -2.210 -1.088
C 2.160 -1.707 -1.205
C 1.139 -2.157 -2.104
C 0.921 -3.521 -2.436
C -0.050 -3.901 -3.393
C -0.296 -5.219 -3.692
C 0.413 -6.220 -3.041
I 0.007 -8.249 -3.487
C 1.333 -5.895 -2.055
C 1.573 -4.574 -1.751
C 0.374 -1.102 -2.739
N -0.209 -0.075 -2.055
C -0.780 0.769 -2.994
C -1.563 1.889 -2.637
C -2.035 2.838 -3.634
C -2.563 2.460 -4.874
C -2.905 3.406 -5.819
C -2.738 4.750 -5.540
I -3.237 6.199 -7.002
C -2.245 5.158 -4.312
C -1.902 4.209 -3.373
C -1.849 2.201 -1.275
C -2.947 2.947 -0.794
C -2.776 3.099 0.567
C -1.542 2.496 0.898
N -1.048 1.861 -0.225
C -0.793 2.698 2.066
C 0.567 2.354 2.168
C 1.495 2.847 3.122
C 2.727 2.351 2.783
C 2.543 1.508 1.654
N 1.224 1.523 1.294
C -1.449 3.403 3.190
C -1.552 4.790 3.221
C -2.192 5.426 4.270
C -2.738 4.674 5.293
I -3.736 5.636 6.896
C -2.647 3.294 5.285
C -2.000 2.668 4.234
C -0.480 0.282 -4.284
C 0.212 -0.911 -4.115
N 2.035 -0.588 -0.433
H 7.659 2.752 0.890
H 5.332 2.449 0.139
H 4.801 -0.680 2.986
H 7.119 -0.364 3.773
H 5.182 -1.445 0.063
H 3.861 -3.062 -1.607
H -0.632 -3.143 -3.887
H -1.042 -5.478 -4.429
H 1.847 -6.673 -1.508
H 2.218 -4.338 -0.922
H -2.737 1.417 -5.084
H -3.302 3.098 -6.773
H -2.116 6.205 -4.097
H -1.483 4.529 -2.432
H -3.761 3.314 -1.390
H -3.420 3.613 1.253
H 1.254 3.506 3.933
H 3.662 2.527 3.279
H -1.125 5.375 2.421
H -2.267 6.503 4.286
H -3.075 2.710 6.085
H -1.928 1.591 4.231
H -0.703 0.749 -5.223
H 0.612 -1.542 -4.881
N -0.577 -0.453 2.485
C -0.210 -1.654 3.230
C -0.584 -2.938 2.474
C 0.068 -2.860 1.112
O 1.203 -3.230 0.946
O -0.583 -2.271 0.109
H -0.154 0.355 2.928
H -1.582 -0.308 2.506
H -0.668 -1.693 4.231
H 0.875 -1.641 3.355
H -1.661 -3.058 2.417
H -0.154 -3.788 3.005
C -3.677 -3.722 -1.922
Si -2.951 -3.778 -0.165
C -1.751 -5.238 0.049
C -4.334 -3.844 1.154
C -2.005 -2.098 0.099
H -4.253 -4.615 -2.144
H -2.888 -3.649 -2.663
H -4.336 -2.870 -2.059
H -2.140 -6.131 -0.435
H -1.590 -5.482 1.093
H -0.782 -5.029 -0.393
H -5.069 -4.602 0.904
H -4.854 -2.893 1.222
H -3.956 -4.092 2.142
H -2.337 -1.559 0.985
H -2.178 -1.432 -0.747
*
```

=====

Referenced to the most stable arrangement, the calculated values in kcal/mol are model P 27.5; model Q 0.0.